Here is one molecule with the formula C4H4O3 from the OMol25 dataset. Energies are from ωB97M-V/def2-TZVPD.

For the HOMO-LUMO gap, the calculation gives 9.33 eV. As for the energy: -10353.53623 eV. Its highest occupied orbital energy is -9.72 eV. Its energy relative to the best compared isomer or geometry (same formula, charge and spin) is 38.6 kcal per mole. As for the SMILES: CC(=O)C(=O)C=O.

```
! RIJCOSX wB97M-V def2-TZVPD def2/J DEFGRID3
* xyz 0 1
C -1.588 0.321 -0.558
C -0.529 -0.680 -0.147
O -0.654 -1.879 -0.222
C 0.661 -0.087 0.628
O 0.354 0.303 1.732
C 2.141 0.093 0.229
O 2.576 1.213 0.129
H -2.468 0.203 0.084
H -1.895 0.117 -1.587
H -1.233 1.351 -0.470
H 2.797 -0.794 0.153
*
```